*P*
Entry from the Open Molecules 2025 dataset: the molecule C3H4O4 (the ωB97M-V functional and the def2-TZVPD basis).

Structure (XYZ):
```
11
C3H4O4 | the Open Molecules 2025 dataset | the ωB97M-V functional and the def2-TZVPD basis
O -0.54673 2.10403 -0.57314
C -0.21859 0.96856 -0.31809
O 1.07557 0.46381 -0.29865
C 1.12176 -1.05346 -0.51296
O 0.05398 -1.71109 0.23876
C -0.53741 -0.63358 1.19192
O -1.09776 0.16262 0.18453
H 2.15053 -1.46421 -0.37910
H 0.95957 -1.05080 -1.71915
H -1.35659 -1.26264 1.69492
H 0.17153 -0.06635 1.82611
```

Values from the calculation:
SMILES string = O=C1OCOCO1
HOMO-LUMO gap = 11.6 eV
Lowest unoccupied orbital energy = 0.697 eV

---

*Q*
Entry from the Open Molecules 2025 dataset: a cluster of 2 separate species, C3H4O4 in total (the ωB97M-V functional and the def2-TZVPD basis).

Structure (XYZ):
```
11
C3H4O4 | the Open Molecules 2025 dataset | the ωB97M-V functional and the def2-TZVPD basis
O 3.03113 1.03570 -0.22705
C 2.20451 0.29626 0.13511
C 1.18670 -0.42783 0.50623
O 0.73572 -1.59260 -0.09385
H 0.77193 -0.27325 1.49134
H 1.10845 -1.66994 -0.97706
O -0.21827 2.20685 0.25684
C -0.62532 1.27967 -0.37797
O -1.61340 0.47159 -0.02323
H -0.28744 1.01853 -1.39243
H -1.94696 0.69466 0.86155
```

Values from the calculation:
SMILES string = O=C=CO.O=CO
HOMO-LUMO gap = 8.7 eV
Lowest unoccupied orbital energy = 0.112 eV

---

Most stable structure - *Q*; separation to the second - 2.7 kcal/mol.

---

*P*
Entry from the Open Molecules 2025 dataset: a structure of composition H3INO2P (the ωB97M-V functional and the def2-TZVPD basis).

Structure (XYZ):
```
8
H3INO2P | the Open Molecules 2025 dataset | the ωB97M-V functional and the def2-TZVPD basis
N -1.11755 0.35000 0.41792
O 1.09138 1.44886 0.23844
O 1.12429 -1.55120 -0.80175
P -0.03220 0.78814 -0.75819
I -2.89765 -0.46571 -0.02741
H -0.67120 0.20298 1.36571
H 1.26301 1.12525 1.22612
H 1.23993 -1.89832 -1.66083
```

Values from the calculation:
HOMO-LUMO gap = 7.8 eV
Lowest unoccupied orbital energy = -0.831 eV

---

*Q*
Entry from the Open Molecules 2025 dataset: a cluster of 2 separate species, H3INO2P in total (the ωB97M-V functional and the def2-TZVPD basis).

Structure (XYZ):
```
8
H3INO2P | the Open Molecules 2025 dataset | the ωB97M-V functional and the def2-TZVPD basis
O -0.32602 2.01195 1.70550
P -1.13745 0.83588 2.04714
N -1.88518 0.40559 0.68545
I -2.83631 -1.41455 0.10028
H -1.30950 0.75378 -0.02460
O 0.86133 -0.51987 0.14805
H 1.64853 -0.97820 0.42510
H 1.25384 0.38012 -0.25534
```

Values from the calculation:
SMILES string = O=PNI.O
HOMO-LUMO gap = 8.6 eV
Lowest unoccupied orbital energy = -1.031 eV

---

Most stable structure - *Q*; separation to the second - 47.2 kcal/mol.